Entry one
# CH4O2

A 2-piece molecular cluster, CH4O2 overall (ωB97M-V with the def2-TZVPD basis set, OMol25).

As for the spin multiplicity: 1. Its highest occupied orbital energy (alpha / beta) is -9.61 / -8.98 eV. Its lowest unoccupied orbital energy (alpha / beta) is -0.47 / -0.77 eV.

The geometry in XYZ format:
```
7
CH4O2 | OMol25 | ωB97M-V with the def2-TZVPD basis set
C -0.13507 -0.78138 -0.11525
O -1.07487 -0.02262 -0.59519
O 1.08976 1.07061 0.74006
H -0.07487 -1.17305 0.90249
H 0.50808 -1.30547 -0.93695
H -1.15877 0.67855 0.06801
H 0.84573 1.53336 -0.06318
```

Atom charges from the Löwdin analysis, given in e for atoms 1 to 4:
1 C 0.005
2 O 0.018
3 O -0.298
4 H 0.096

=====

Entry two
# CH4O2

A 2-piece molecular cluster, CH4O2 overall (ωB97M-V with the def2-TZVPD basis set, OMol25).

As for the spin multiplicity: 1. Its highest occupied orbital energy is -10.86 eV. Its lowest unoccupied orbital energy is 0.39 eV. Its SMILES is C=O.O.

The geometry in XYZ format:
```
7
CH4O2 | OMol25 | ωB97M-V with the def2-TZVPD basis set
C -0.10673 -1.38430 -0.38685
O -0.01601 -0.72420 0.60961
H 0.43404 -1.08670 -1.29817
H -0.73930 -2.28239 -0.43579
O 0.30332 2.22393 0.56697
H 0.71876 1.34942 0.50818
H -0.59407 1.90424 0.43604
```

Atom charges from the Löwdin analysis, given in e for atoms 1 to 4:
1 C -0.116
2 O -0.008
3 H 0.087
4 H 0.084

=====

Tell me which of them is the least stable. Sure, it is entry one.

=====

Entry one
# C19H26N4O3

One molecule with the formula C19H26N4O3 (ωB97M-V with the def2-TZVPD basis set, OMol25).

As for the spin multiplicity: 1. Its highest occupied orbital energy is -7.68 eV. Its lowest unoccupied orbital energy is 0.57 eV. Its SMILES is COc1ccc(N[C@H]2CCCN(C(=O)CCC3=NNC(=O)CC3)C2)cc1.

The geometry in XYZ format:
```
52
C19H26N4O3 | OMol25 | ωB97M-V with the def2-TZVPD basis set
C -4.60595 -4.20695 0.70563
O -4.46448 -3.33267 -0.38511
C -3.98240 -2.07459 -0.14750
C -3.60665 -1.58053 1.09560
C -3.12025 -0.29158 1.21041
C -2.99834 0.54700 0.10262
N -2.55518 1.84830 0.28796
C -1.91066 2.60153 -0.76022
C -1.65910 4.03902 -0.29295
C -0.54904 4.10814 0.75569
C 0.70119 3.38923 0.25308
N 0.38531 2.02388 -0.12504
C 0.76568 1.01256 0.69420
O 1.40672 1.23132 1.70822
C 0.43235 -0.40831 0.27498
C 1.30746 -0.89197 -0.89599
C 2.74337 -1.00666 -0.48717
N 3.18856 -2.16928 -0.22917
N 4.48216 -2.30635 0.16992
C 5.48268 -1.39763 0.01170
O 6.61807 -1.63990 0.35507
C 5.04417 -0.12396 -0.68627
C 3.59572 0.22251 -0.34736
C -0.57235 1.95686 -1.20060
C -3.38444 0.04246 -1.14171
C -3.86601 -1.24380 -1.26008
H -5.00356 -5.13267 0.29235
H -5.30707 -3.81387 1.44962
H -3.64338 -4.41122 1.18677
H -3.67982 -2.18725 1.98408
H -2.82501 0.07522 2.18360
H -2.13505 1.98800 1.19653
H -2.58373 2.62529 -1.62429
H -2.58486 4.45128 0.11069
H -1.37130 4.63773 -1.15970
H -0.30887 5.14956 0.97218
H -0.87365 3.64427 1.68879
H 1.46342 3.35041 1.03250
H 1.10503 3.90523 -0.62497
H 0.63049 -1.04378 1.13957
H -0.62215 -0.51079 0.01703
H 1.22323 -0.20545 -1.74088
H 0.95822 -1.87900 -1.20152
H 4.71498 -3.22900 0.51487
H 5.14824 -0.30478 -1.76182
H 5.72602 0.68148 -0.41495
H 3.52591 0.56289 0.69151
H 3.23229 1.03002 -0.98463
H -0.75319 0.92788 -1.50373
H -0.17329 2.50916 -2.05974
H -3.31804 0.65543 -2.02688
H -4.16210 -1.63135 -2.22194
```

Atom charges from the Löwdin analysis, given in e for atoms 1 to 4:
1 C -0.097
2 O -0.093
3 C -0.285
4 C -0.022

=====

Entry two
# C19H26N4O3

One molecule with the formula C19H26N4O3 (ωB97M-V with the def2-TZVPD basis set, OMol25).

As for the spin multiplicity: 1. Its highest occupied orbital energy is -7.59 eV. Its lowest unoccupied orbital energy is 0.70 eV. Its SMILES is COc1ccc(N[C@H]2CCCN(C(=O)CCC3=NNC(=O)CC3)C2)cc1.

The geometry in XYZ format:
```
52
C19H26N4O3 | OMol25 | ωB97M-V with the def2-TZVPD basis set
C 1.87612 -2.31376 4.51124
O 2.52919 -2.32460 3.26127
C 2.15332 -1.40535 2.32640
C 2.81260 -1.47419 1.09711
C 2.49719 -0.60175 0.07928
C 1.50404 0.36955 0.24200
N 1.16205 1.17105 -0.83399
C 0.47390 2.43398 -0.68603
C 1.06093 3.50020 -1.61632
C 0.69168 3.23169 -3.07265
C -0.82446 3.12532 -3.20051
N -1.31534 2.05624 -2.35483
C -1.98667 1.02612 -2.92362
O -2.18266 0.98270 -4.12499
C -2.46636 -0.08674 -2.00915
C -1.30294 -1.01523 -1.62686
C -1.34744 -1.50653 -0.21439
N -1.98678 -0.83244 0.65369
N -1.94143 -1.21494 1.96079
C -1.44775 -2.37764 2.45500
O -1.36914 -2.57253 3.65013
C -1.09158 -3.39301 1.39025
C -0.53239 -2.71908 0.13833
C -1.04042 2.25929 -0.95362
C 0.85353 0.43416 1.47135
C 1.17784 -0.43272 2.50227
H 0.79981 -2.48178 4.40980
H 2.05162 -1.37337 5.04392
H 2.31689 -3.13299 5.07677
H 3.57555 -2.22495 0.96410
H 3.02041 -0.67143 -0.86440
H 1.81522 1.12862 -1.60164
H 0.58692 2.78123 0.35025
H 2.14592 3.53450 -1.49292
H 0.66236 4.47348 -1.32194
H 1.06062 4.03819 -3.70712
H 1.14132 2.29864 -3.41736
H -1.11891 2.89525 -4.22550
H -1.29225 4.06952 -2.89555
H -2.93381 0.31155 -1.11120
H -3.21856 -0.64769 -2.56403
H -0.35351 -0.47848 -1.73294
H -1.26240 -1.86505 -2.30945
H -2.30490 -0.52511 2.60582
H -2.01716 -3.92716 1.14991
H -0.38682 -4.11301 1.80582
H 0.49582 -2.38891 0.31998
H -0.50981 -3.42564 -0.69245
H -1.39969 1.41775 -0.36553
H -1.55570 3.17213 -0.62354
H 0.07423 1.16084 1.63881
H 0.64982 -0.34593 3.43823
```

Atom charges from the Löwdin analysis, given in e for atoms 1 to 4:
1 C -0.080
2 O -0.089
3 C -0.295
4 C -0.018

=====

Tell me which of them is the least stable. Sure, it is entry one.

=====

Entry one
# C4H13N2O

A 2-piece molecular cluster, C4H13N2O overall (ωB97M-V with the def2-TZVPD basis set, OMol25).

As for the spin multiplicity: 2. Its highest occupied orbital energy (alpha / beta) is -2.36 / -6.54 eV. Its lowest unoccupied orbital energy (alpha / beta) is 0.00 / -0.04 eV.

The geometry in XYZ format:
```
20
C4H13N2O | OMol25 | ωB97M-V with the def2-TZVPD basis set
C 2.20727 1.16148 1.50245
C 1.37441 1.42536 0.23997
C 0.34601 0.42844 -0.00192
C -0.93118 0.94152 -0.28673
N -2.13014 0.07476 -0.74359
N 0.70693 -0.84220 0.13593
H 3.05050 0.43549 1.44314
H 2.67852 2.13553 1.81169
H 1.65212 0.66808 2.24111
H 1.06728 2.52995 0.36697
H 2.00673 1.45183 -0.70206
H -1.07189 1.85367 -0.84978
H -2.44460 0.63141 -1.56932
H -2.93976 0.15315 -0.12815
H -1.85854 -0.96797 -0.75363
H 1.69302 -1.05440 0.05074
H -0.01273 -1.43104 0.37638
H -2.21331 -3.55210 -0.54555
H -1.68636 -3.04133 -1.76010
O -1.49426 -3.00164 -0.82754
```

Atom charges from the Löwdin analysis, given in e for atoms 1 to 4:
1 C -0.132
2 C -0.279
3 C -0.532
4 C -0.165

=====

Entry two
# C4H13N2O

One molecule with the formula C4H13N2O (ωB97M-V with the def2-TZVPD basis set, OMol25).

As for the spin multiplicity: 2. Its highest occupied orbital energy (alpha / beta) is -2.87 / -9.87 eV. Its lowest unoccupied orbital energy (alpha / beta) is 0.90 / 0.58 eV.

The geometry in XYZ format:
```
20
C4H13N2O | OMol25 | ωB97M-V with the def2-TZVPD basis set
N 0.12589 -0.29889 1.43044
C -0.37826 0.23859 0.16593
C -0.04097 -0.83866 -0.92629
C -1.09340 -1.90184 -1.00625
O 1.26300 -1.29372 -0.74744
C 0.50524 1.59805 -0.21004
N 0.54304 2.42263 1.13867
H -0.08521 0.54861 2.05042
H -0.22910 -1.15244 1.73528
H 1.09286 -0.61518 1.39314
H -1.51556 0.56457 0.16278
H -0.09574 -0.20355 -1.93732
H -1.49311 -2.30029 -0.04009
H -2.03561 -1.60629 -1.50317
H -0.71917 -2.60489 -1.79563
H 1.29281 -2.03953 -1.33056
H -0.07112 2.36083 -0.85480
H 1.51945 1.24225 -0.32151
H -0.03754 3.19534 1.06983
H 1.45250 2.68440 1.52661
```

Atom charges from the Löwdin analysis, given in e for atoms 1 to 4:
1 N 0.098
2 C -0.314
3 C -0.504
4 C -0.111

=====

Tell me which of them is the least stable. Sure, it is entry one.

=====

Entry one
# C4H13N2O

A 2-piece molecular cluster, C4H13N2O overall (ωB97M-V with the def2-TZVPD basis set, OMol25).

As for the spin multiplicity: 2. Its highest occupied orbital energy (alpha / beta) is -4.14 / -8.07 eV. Its lowest unoccupied orbital energy (alpha / beta) is 0.54 / 0.53 eV.

The geometry in XYZ format:
```
20
C4H13N2O | OMol25 | ωB97M-V with the def2-TZVPD basis set
C 0.61783 -1.48987 -0.88309
C 0.13636 -1.33565 0.54453
C 0.84997 -0.13794 1.23056
C 0.82790 2.23435 1.37211
N 0.60306 1.12941 0.58705
N 0.42691 -0.21947 -1.60663
H 1.64581 -1.65475 -0.93239
H 0.13227 -2.30885 -1.42002
H 0.24007 -2.19879 1.20464
H -0.90558 -1.04323 0.56763
H 1.95514 -0.30512 1.31050
H 0.47460 -0.15387 2.26080
H 1.21629 2.25190 2.39751
H 0.87776 3.20766 0.98621
H -0.46359 -0.15107 -2.11467
H 1.14246 -0.20233 -2.30806
H 0.52763 0.69795 -0.83506
H -2.61299 0.32927 0.02109
H -3.68272 -0.23481 -0.78984
O -2.77054 -0.00239 -0.86965
```

Atom charges from the Löwdin analysis, given in e for atoms 1 to 4:
1 C -0.196
2 C -0.180
3 C -0.320
4 C -0.167

=====

Entry two
# C4H13N2O

A 2-piece molecular cluster, C4H13N2O overall (ωB97M-V with the def2-TZVPD basis set, OMol25).

As for the spin multiplicity: 2. Its highest occupied orbital energy (alpha / beta) is -3.25 / -10.50 eV. Its lowest unoccupied orbital energy (alpha / beta) is 0.71 / 0.33 eV.

The geometry in XYZ format:
```
20
C4H13N2O | OMol25 | ωB97M-V with the def2-TZVPD basis set
C -1.04580 -1.71841 -2.28065
C -0.00577 -2.01809 -1.25590
N -0.35841 -1.46872 0.09570
H -0.75582 -2.01393 -3.29574
H -2.03142 -2.14900 -2.08210
H -1.32675 -0.67081 -2.43869
H 0.20628 -3.07795 -1.12255
H 0.97899 -1.60748 -1.47339
H -0.40436 -0.40502 0.08553
H 0.36487 -1.72692 0.80457
H -1.26317 -1.87550 0.42255
C 1.20968 1.52050 0.38660
N -0.15801 1.35610 0.38387
C -1.02249 1.36123 1.55255
O 1.90596 1.57385 1.36343
H 1.59563 1.63525 -0.63519
H -0.55325 1.67065 -0.49283
H -0.67232 0.68510 2.33669
H -2.00702 1.02897 1.21421
H -1.07520 2.34694 2.01672
```

Atom charges from the Löwdin analysis, given in e for atoms 1 to 4:
1 C -0.151
2 C -0.324
3 N 0.045
4 H 0.077

=====

Tell me which of them is the least stable. Sure, it is entry one.

=====

Entry one
# C6H6N4O

One molecule with the formula C6H6N4O (ωB97M-V with the def2-TZVPD basis set, OMol25).

As for the spin multiplicity: 1. Its highest occupied orbital energy (alpha / beta) is -8.65 / -8.65 eV. Its lowest unoccupied orbital energy (alpha / beta) is -0.91 / -0.91 eV.

The geometry in XYZ format:
```
17
C6H6N4O | OMol25 | ωB97M-V with the def2-TZVPD basis set
C 0.54857 2.26076 -0.90749
C 0.23002 1.01435 -1.12713
C 0.05142 -0.34863 0.47469
C -0.09298 0.02385 -1.96380
C 0.36406 -0.05810 1.84203
C -0.44499 -0.70047 2.98016
N 0.89505 3.35106 -0.72828
N -0.39954 -1.26894 -1.54263
N -0.33379 -1.36292 -0.20847
N -0.12207 0.34321 -3.28061
O 1.29700 0.66776 2.16512
H -1.32901 -0.16084 2.96190
H 0.10288 -0.56805 3.83542
H -0.61394 -1.83851 2.89609
H -0.39438 -2.30526 0.19451
H 0.31067 1.24332 -3.56049
H -0.06897 -0.29260 -4.03103
```

Atom charges from the Löwdin analysis, given in e for atoms 1 to 4:
1 C -0.281
2 C 0.009
3 C 0.035
4 C -0.415

=====

Entry two
# C6H6N4O

One molecule with the formula C6H6N4O (ωB97M-V with the def2-TZVPD basis set, OMol25).

As for the spin multiplicity: 1. Its highest occupied orbital energy is -9.47 eV. Its lowest unoccupied orbital energy is 0.19 eV. Its SMILES is Cc1cc(=O)nc(NC#N)[nH]1.

The geometry in XYZ format:
```
17
C6H6N4O | OMol25 | ωB97M-V with the def2-TZVPD basis set
C -0.50040 2.33352 0.00624
C -0.69569 0.81221 -0.13160
C -1.84963 0.08996 -0.11286
C -1.82454 -1.42435 -0.11713
O -2.80874 -1.99950 -0.10227
N -0.54194 -2.01014 -0.20752
C 0.41045 -1.20341 -0.12346
N 1.72678 -1.68968 0.18434
C 2.80567 -1.09182 -0.11297
N 3.69088 -0.32223 -0.26956
N 0.46700 0.14635 -0.19081
H -0.38134 2.74973 -1.09651
H -1.47495 2.86099 0.65690
H 0.72135 2.42821 0.48331
H -2.88056 0.56568 0.12458
H 1.74091 -2.76651 0.63735
H 1.39473 0.52099 0.37197
```

Atom charges from the Löwdin analysis, given in e for atoms 1 to 4:
1 C -0.052
2 C -0.381
3 C 0.051
4 C -0.530

=====

Tell me which of them is the least stable. Sure, it is entry one.